{"formula": "C22H37MoNOP2", "method": "ωB97M-V with the def2-TZVPD basis set", "e_homo_ev": [-4.754, -6.606], "multiplicity": 3, "s2": 2.027, "e_tot_ev": -47381.014, "elements": ["Mo", "P", "P", "O", "N", "C", "C", "C", "C", "C", "C", "C", "C", "C", "C", "C", "C", "C", "C", "C", "C", "C", "C", "C", "C", "C", "C", "H", "H", "H", "H", "H", "H", "H", "H", "H", "H", "H", "H", "H", "H", "H", "H", "H", "H", "H", "H", "H", "H", "H", "H", "H", "H", "H", "H", "H", "H", "H", "H", "H", "H", "H", "H", "H"], "coordinates": [[-0.53922, -0.34117, -0.50465], [-1.42816, 1.84615, 0.05627], [1.21679, -2.13449, 0.20117], [-0.28570, -1.65516, 2.56841], [0.70904, 0.34816, -1.55740], [-0.43103, 2.77878, 1.19832], [2.24330, -2.48968, -1.25751], [-1.14131, -1.08994, 3.27087], [-1.37341, 2.91445, -1.46635], [2.18499, 0.98324, -4.82384], [3.45401, 2.11936, -3.10728], [-3.99117, -0.67034, -1.79779], [-2.99442, -2.28361, -0.16667], [-5.21023, -0.81843, -1.13856], [-2.86761, -1.35894, -1.22641], [2.58481, 1.66437, -2.14832], [-2.57420, -1.53976, 3.25398], [-3.16893, 1.91335, 0.51097], [0.62729, -3.81541, 0.59800], [-1.55313, -1.21492, -1.94637], [3.25196, 1.78200, -4.43349], [-4.24636, -2.40745, 0.41608], [-0.72647, 0.19518, 3.79196], [2.46831, -1.57885, 1.41308], [1.30504, 0.51088, -3.86898], [1.52341, 0.83013, -2.51894], [-5.32848, -1.64069, -0.00895], [3.11311, -0.81867, 0.93725], [-1.82898, 2.43035, -2.34835], [2.88413, -3.34373, -1.03032], [-3.83922, -0.09406, -2.72085], [-0.99369, -2.15676, -2.10520], [-1.40368, 0.19598, 4.61660], [-0.88072, 1.04788, 3.10748], [-1.00539, 3.63866, 1.54689], [2.65311, 1.86428, -1.07388], [-3.49610, 2.96604, 0.52874], [-3.22604, 1.42985, 1.49927], [-3.00786, -1.70421, 2.22549], [-6.05916, -0.27964, -1.53796], [0.47847, 3.13335, 0.70626], [-1.58527, -0.53006, -2.80240], [-6.29205, -1.75429, 0.48932], [3.91095, 2.16230, -5.18002], [-4.35529, -3.11131, 1.24510], [-0.33332, 3.18297, -1.72451], [-0.15650, 2.13233, 2.03240], [2.87116, -1.63722, -1.51040], [-2.51075, -2.43187, 3.92838], [2.01231, 0.71455, -5.84531], [1.52017, -4.44538, 0.76562], [1.94562, -1.14934, 2.28455], [-2.09361, -2.87812, 0.13472], [3.08672, -2.44999, 1.69095], [1.64941, -2.73547, -2.13890], [4.27206, 2.74249, -2.79599], [0.44215, -0.12776, -4.06902], [0.29757, 0.13009, 4.14142], [0.06109, -4.23899, -0.25224], [-1.40164, 0.06855, 0.90841], [-3.78385, 1.35522, -0.21552], [-1.92980, 3.85084, -1.27050], [-0.01612, -3.72705, 1.48897], [-3.06325, -0.59779, 3.59854]], "forces_ev_per_a": [[0.87, 1.27, 2.55], [0.12, -0.74, -3.83], [-0.98, 0.65, -1.14], [-1.26, -0.72, 1.67], [1.21, -0.01, -0.72], [0.04, 0.39, 0.63], [0.40, -0.26, 0.00], [2.28, -1.34, -5.32], [-0.30, 0.94, 0.28], [-0.37, -0.14, 0.71], [-0.11, 0.07, 0.32], [0.39, -0.89, 1.58], [0.48, 0.57, -0.66], [0.49, 0.36, -0.46], [0.79, -0.24, -2.04], [-0.07, -0.19, 0.43], [0.29, 1.09, 0.32], [-0.13, 0.39, 0.48], [0.41, -0.14, 0.44], [-1.60, -1.41, -1.34], [0.09, 0.05, -0.48], [-0.15, -0.21, 0.60], [-0.47, 0.46, 1.53], [0.02, -0.29, 0.19], [-0.10, -0.24, 0.19], [-0.59, 0.38, 0.84], [-0.05, -0.29, -0.17], [-0.38, -0.33, 0.12], [0.19, -0.02, 0.55], [0.16, -0.05, -0.10], [-0.25, -0.20, 0.58], [-0.54, 0.19, -0.48], [-0.23, 1.56, 1.35], [-0.26, -0.83, 0.42], [0.14, 0.10, 0.20], [0.30, 0.15, -0.43], [-0.06, -0.38, 0.25], [-0.41, 0.29, -0.30], [1.12, -0.24, 1.22], [-0.24, -0.10, 0.15], [-0.16, -0.17, -0.04], [-0.17, -0.64, -0.08], [0.26, 0.06, -0.17], [0.45, 0.18, -0.41], [-0.20, 0.20, -0.24], [-0.39, -0.28, 0.15], [0.14, 0.40, -0.14], [-0.06, 0.10, 0.01], [-1.16, 0.73, -0.43], [0.12, 0.04, -0.52], [-0.54, -0.02, 0.17], [0.41, -0.33, -0.40], [-1.06, 0.50, -0.18], [-0.11, 0.41, 0.12], [-0.14, 0.06, 0.13], [0.33, 0.22, -0.15], [0.32, 0.19, -0.28], [0.13, 0.22, -0.10], [0.25, 0.36, 0.33], [-0.09, -0.26, 1.80], [0.43, 0.15, 0.36], [0.23, -0.15, -0.25], [0.36, -0.34, -0.36], [-0.58, -1.31, 0.55]]}